{
  "formula": "C5H12O",
  "method": "the ωB97M-V functional and the def2-TZVPD basis",
  "gap_ev": 10.901,
  "relative_energy_kj_mol": 70.0,
  "e_tot_ev": -7426.5854,
  "mol_weight_da": 88.15,
  "species": ["C", "C", "C", "C", "C", "H", "H", "H", "H", "H", "H", "H", "H", "H", "H", "O", "H", "H"],
  "coordinates": [[-0.9626, 0.4233, 1.7385], [-0.1710, -0.4522, 1.1224], [0.9572, -0.1661, 0.1609], [0.9159, -1.1305, -1.0310], [1.0233, 1.2833, -0.3150], [-1.7052, 0.0993, 2.4640], [-0.8659, 1.4962, 1.5824], [-0.3023, -1.5123, 1.3487], [1.8737, -0.3865, 0.7302], [0.8824, -2.1777, -0.7056], [0.0293, -0.9245, -1.6381], [1.8059, -1.0023, -1.6562], [1.1000, 1.9894, 0.5190], [1.9014, 1.4324, -0.9529], [0.1340, 1.5340, -0.9042], [-2.1703, 0.0923, -1.1115], [-1.9290, 0.2090, -0.1802], [-2.5171, -0.8072, -1.1714]],
  "forces_ev_per_angstrom": [[0.2, 0.1, 0.2], [0.1, 0.0, 0.2], [0.0, 0.0, 0.1], [0.0, 0.0, 0.0], [0.0, 0.1, 0.0], [0.1, 0.0, -0.2], [0.0, -0.2, 0.0], [0.0, 0.1, 0.0], [-0.1, 0.0, -0.1], [0.0, 0.2, 0.0], [0.1, 0.0, 0.0], [-0.1, 0.0, 0.1], [0.0, -0.1, -0.1], [-0.1, 0.0, 0.1], [0.1, 0.0, 0.1], [-0.2, -0.1, -0.2], [0.0, -0.1, -0.2], [0.0, 0.2, 0.1]]
}